No. 1
{"formula": "C6H16", "method": "ωB97M-V/def2-TZVPD", "spin_multiplicity": 1, "de_lowest_ev": 1.596, "total_charge": 0, "elements": ["C", "C", "C", "H", "H", "H", "H", "H", "H", "H", "H", "C", "C", "C", "H", "H", "H", "H", "H", "H", "H", "H"], "xyz": [[1.103, 0.097, 2.210], [0.427, 1.432, 1.945], [-1.101, 1.422, 1.988], [0.823, -0.547, 1.331], [2.157, -0.020, 2.319], [0.758, -0.506, 3.089], [0.735, 2.132, 2.829], [0.635, 1.967, 0.964], [-1.421, 0.974, 2.972], [-1.458, 2.514, 1.966], [-1.661, 0.992, 1.113], [0.416, -2.151, -1.820], [0.289, -0.737, -2.485], [-0.831, 0.209, -1.949], [0.893, -2.155, -0.736], [0.761, -2.815, -2.578], [-0.628, -2.646, -1.668], [1.325, -0.258, -2.337], [0.006, -0.854, -3.549], [-0.657, 0.348, -0.865], [-0.768, 0.996, -2.671], [-1.804, -0.394, -2.067]], "lowdin_charge": [-0.139, -0.352, -0.164, 0.062, 0.047, 0.083, 0.122, 0.110, 0.079, 0.086, 0.061, -0.145, -0.336, -0.124, 0.095, 0.033, 0.083, 0.115, 0.092, 0.044, 0.051, 0.095]}

=====

No. 2
{"formula": "C3H7NO3", "method": "ωB97M-V/def2-TZVPD", "spin_multiplicity": 1, "de_lowest_ev": 5.201, "total_charge": 0, "elements": ["C", "C", "O", "O", "N", "C", "O", "H", "H", "H", "H", "H", "H", "H"], "xyz": [[-1.507, -1.347, 0.069], [-1.699, 0.103, 0.473], [-2.724, 0.640, 0.760], [-0.487, 0.756, 0.485], [0.828, 0.205, 0.054], [1.987, 1.106, 0.329], [0.692, 0.189, -1.382], [-1.341, -1.920, 0.890], [-0.785, -1.270, -0.784], [-2.445, -1.785, -0.407], [2.630, 0.676, 1.042], [1.503, 2.037, 0.699], [2.491, 1.317, -0.601], [0.855, -0.705, -1.626]], "lowdin_charge": [0.019, -0.505, 0.134, -0.009, -0.143, -0.009, -0.041, 0.049, 0.071, 0.115, 0.063, 0.103, 0.082, 0.073]}

=====

No. 3
{"formula": "C9H8ClNO3", "method": "ωB97M-V/def2-TZVPD", "spin_multiplicity": 1, "de_lowest_ev": 3.148, "total_charge": 0, "elements": ["O", "N", "O", "C", "C", "C", "C", "C", "C", "C", "C", "O", "Cl", "C", "H", "H", "H", "H", "H", "H", "H", "H"], "xyz": [[3.919, 2.540, -0.620], [2.837, 2.379, -0.091], [2.245, 3.226, 0.545], [2.217, 1.086, -0.232], [2.993, 0.010, -0.640], [2.391, -1.227, -0.778], [1.041, -1.375, -0.509], [0.262, -0.297, -0.094], [-1.211, -0.500, 0.181], [-1.840, 0.585, 0.948], [-3.096, 1.511, 0.214], [-3.688, 2.445, 0.947], [-3.523, 1.268, -1.409], [0.862, 0.945, 0.042], [4.045, 0.159, -0.831], [2.974, -2.077, -1.095], [0.577, -2.345, -0.619], [-1.724, -0.617, -0.779], [-1.321, -1.450, 0.720], [-1.685, 0.837, 1.971], [-4.348, 2.935, 0.438], [0.284, 1.804, 0.348]], "lowdin_charge": [0.077, -0.363, 0.084, -0.146, -0.003, -0.061, -0.030, -0.203, -0.232, -0.033, -0.700, -0.005, 0.724, 0.049, 0.118, 0.107, 0.116, 0.092, 0.120, 0.070, 0.105, 0.116]}

=====

No. 4
{"formula": "C23H31BFIrNO2", "method": "ωB97M-V/def2-TZVPD", "total_energy_ev": -36154.909, "spin_multiplicity": 2, "s2": 1.013, "total_charge": 2, "elements": ["Ir", "C", "C", "C", "C", "C", "C", "C", "C", "C", "C", "C", "C", "H", "H", "H", "H", "H", "H", "H", "H", "H", "H", "H", "H", "H", "H", "H", "H", "H", "H", "N", "C", "H", "F", "C", "C", "C", "C", "C", "C", "C", "C", "O", "B", "O", "C", "C", "H", "H", "H", "H", "H", "H", "H", "H", "H", "H", "H", "H"], "xyz": [[-0.262, 2.026, -0.676], [0.080, 2.027, 3.175], [0.557, 2.776, 1.978], [1.697, 2.305, 1.267], [2.525, 1.194, 1.822], [2.124, 2.983, 0.089], [3.347, 2.513, -0.633], [1.488, 4.195, -0.294], [2.097, 5.055, -1.348], [0.324, 4.630, 0.396], [-0.460, 5.777, -0.134], [-0.088, 3.971, 1.578], [-1.216, 4.513, 2.376], [0.598, 2.395, 4.065], [0.282, 0.963, 3.092], [-0.985, 2.159, 3.336], [3.575, 1.326, 1.578], [2.214, 0.232, 1.408], [2.437, 1.137, 2.903], [4.237, 2.923, -0.147], [3.359, 2.838, -1.669], [3.428, 1.430, -0.616], [1.769, 4.759, -2.346], [3.181, 4.982, -1.327], [1.827, 6.097, -1.208], [-0.149, 6.708, 0.344], [-1.521, 5.648, 0.063], [-0.328, 5.895, -1.206], [-2.148, 4.032, 2.061], [-1.339, 5.581, 2.234], [-1.086, 4.318, 3.436], [-0.220, 2.254, -3.805], [-0.030, 2.464, -2.679], [-0.395, 2.066, -4.770], [-2.066, 2.683, -0.001], [-2.478, -5.884, -2.017], [-1.731, -5.854, -0.659], [-0.875, -7.106, -0.536], [-2.822, -5.883, 0.443], [-0.967, -4.573, -0.554], [0.440, -4.554, -0.357], [1.167, -3.394, -0.229], [0.460, -2.195, -0.318], [0.889, -0.937, -0.252], [-0.246, -0.099, -0.455], [-1.349, -0.910, -0.608], [-0.944, -2.191, -0.534], [-1.663, -3.352, -0.648], [-3.037, -6.812, -2.082], [-1.752, -5.847, -2.826], [-3.172, -5.058, -2.133], [-1.513, -7.980, -0.623], [-0.371, -7.158, 0.427], [-0.128, -7.163, -1.326], [-3.379, -6.810, 0.357], [-3.519, -5.056, 0.359], [-2.345, -5.844, 1.419], [0.973, -5.491, -0.310], [2.235, -3.401, -0.081], [-2.728, -3.306, -0.803]], "mulliken_spin": [1.220, 0.021, -0.072, -0.098, 0.000, 0.054, 0.029, -0.068, -0.008, -0.027, -0.014, -0.090, -0.001, -0.009, -0.001, -0.002, 0.000, 0.000, 0.000, -0.008, -0.001, -0.003, -0.005, -0.001, 0.000, 0.000, 0.001, 0.000, -0.013, -0.003, -0.004, 0.009, 0.038, 0.002, 0.134, -0.003, 0.000, -0.001, -0.002, -0.013, -0.010, 0.004, -0.024, -0.001, -0.019, -0.009, -0.004, 0.002, 0.000, 0.000, 0.000, 0.000, 0.000, 0.000, 0.000, 0.000, 0.000, 0.000, 0.000, 0.000]}

=====

Number 1: largest force on an atom 3.30 eV/Å. Number 2: largest force on an atom 5.15 eV/Å. Number 3: largest force on an atom 8.92 eV/Å. Number 4: largest force on an atom 3.24 eV/Å.